Entry 1:
Formula: C55H41BrN14O5Pb
Source: the OMol25 dataset
Level of theory: ωB97M-V/def2-TZVPD

Geometry as XYZ:
```
117
Properties=species:S:1:pos:R:3:forces:R:3
Pb -0.263478 -0.094183 -0.405923 0.2 -1.0 -0.6
C -9.151911 0.670970 4.410159 0.0 0.0 0.1
O -8.722803 0.135980 3.175984 0.0 0.0 -0.1
C -7.394009 0.173353 2.898229 0.2 0.0 -0.1
C -6.424667 0.677270 3.757652 -0.1 0.1 0.1
C -5.089130 0.657799 3.378301 0.0 -0.1 -0.1
C -4.696496 0.150708 2.145980 -0.1 0.0 0.1
C -5.680507 -0.352389 1.289550 0.0 0.1 0.0
C -7.009162 -0.339731 1.660231 -0.1 0.0 0.0
C -3.272970 0.088118 1.727807 0.0 -0.4 0.0
C -2.559883 1.314753 1.573674 0.4 0.2 -0.2
C -3.107634 2.610951 1.962192 0.0 0.2 0.0
C -2.185410 3.538958 1.656446 -0.2 -0.1 0.0
C -1.055875 2.835762 1.050814 0.4 0.5 0.2
N -1.333595 1.482283 1.050039 -0.3 -0.2 0.4
C 0.036146 3.518559 0.569975 -0.1 -0.5 0.0
C 1.277029 2.846118 -0.087169 -0.5 0.4 0.1
C 2.600854 3.531254 0.131263 -0.1 0.0 -0.1
C 3.427379 2.641824 0.676544 0.0 0.2 0.0
C 2.725947 1.333229 0.729577 -0.4 0.1 -0.2
C 3.345645 0.085912 1.074889 -0.1 -0.4 0.0
C 4.786091 0.086014 1.425999 0.0 0.0 0.1
C 5.759486 0.676130 0.611948 0.0 -0.2 0.1
C 7.092817 0.645033 0.962013 0.1 0.1 -0.1
C 7.504761 0.008954 2.132266 -0.2 0.0 0.0
O 8.836188 0.030926 2.386056 0.0 0.0 -0.1
C 9.304173 -0.659817 3.525899 0.0 0.0 0.1
C 6.554850 -0.599138 2.943883 0.1 -0.1 0.1
C 5.214517 -0.549747 2.589354 -0.1 0.2 -0.1
C 2.705709 -1.167423 1.039100 0.1 0.1 -0.1
N 1.377716 -1.421664 0.973244 0.0 0.1 0.6
C 1.203822 -2.763516 0.892611 0.0 0.2 0.0
C -0.039358 -3.428639 0.965113 0.1 0.2 0.0
C -0.076026 -4.906802 0.856312 0.0 -0.1 0.0
C -0.940831 -5.503237 -0.068383 0.1 0.0 0.0
C -0.977485 -6.871662 -0.232977 -0.1 -0.1 0.0
C -0.152831 -7.695815 0.531597 0.0 0.2 0.0
O -0.241718 -9.027107 0.283719 -0.1 0.0 0.0
C 0.588440 -9.891413 1.032471 0.0 -0.1 0.0
C 0.691047 -7.122415 1.474987 0.1 -0.2 0.1
C 0.715560 -5.743532 1.635711 -0.1 0.1 0.0
C -1.276964 -2.782542 1.206589 0.2 0.1 0.0
C -2.470363 -3.423880 1.739324 -0.2 0.0 0.0
C -3.371902 -2.441869 1.961813 0.0 -0.2 -0.1
C -2.739588 -1.193090 1.557054 -0.1 0.2 0.1
N -1.494961 -1.459693 1.107165 0.1 0.0 0.5
C 2.515593 -3.408363 0.813793 0.1 0.1 0.0
C 3.436749 -2.435725 0.955891 0.0 -0.2 -0.1
N 1.499346 1.473198 0.300937 0.3 0.3 0.4
C -0.163566 4.935298 0.190118 0.0 0.1 0.1
C -1.248428 5.246312 -0.632336 0.2 -0.1 0.1
C -1.464678 6.530592 -1.100116 -0.1 0.2 -0.1
C -0.583304 7.550121 -0.756595 0.0 -0.2 0.1
O -0.701573 8.834532 -1.160700 0.1 0.0 0.0
C -1.807733 9.173304 -1.974323 -0.1 0.1 -0.1
C 0.500671 7.256584 0.071650 0.1 0.1 0.0
C 0.703566 5.975579 0.536884 -0.1 0.0 0.1
H -10.228345 0.524004 4.440226 0.0 0.0 0.0
H -8.697049 0.146916 5.255824 0.0 0.0 0.0
H -8.927446 1.739213 4.482063 0.0 0.0 0.0
H -6.690986 1.080291 4.724761 0.0 0.0 0.0
H -4.338941 1.022798 4.069161 0.0 0.0 0.0
H -5.390169 -0.729566 0.315530 0.0 0.0 0.0
H -7.777612 -0.725812 1.003652 0.0 0.0 0.0
H -4.075523 2.772702 2.401864 0.0 0.0 0.0
H -2.213490 4.599105 1.843300 -0.1 0.0 0.0
H 2.784936 4.556709 -0.136297 0.1 0.0 0.1
H 4.437091 2.814926 1.007786 0.0 0.0 0.0
H 5.467768 1.130785 -0.326407 0.0 0.0 0.0
H 7.846344 1.106104 0.337087 0.0 0.0 0.0
H 10.381478 -0.518044 3.536065 0.0 0.0 0.0
H 8.878617 -0.253957 4.447928 0.0 0.0 0.0
H 9.079769 -1.728723 3.466355 0.0 0.0 0.0
H 6.840459 -1.107829 3.854068 0.0 0.0 0.0
H 4.475820 -1.002939 3.237914 0.0 0.0 0.0
H -1.579476 -4.871589 -0.672009 0.0 0.0 0.0
H -1.642047 -7.335982 -0.950228 0.0 0.0 0.0
H 0.364957 -10.896105 0.683928 0.0 0.0 0.0
H 1.646789 -9.674522 0.862590 0.0 0.0 0.0
H 0.371906 -9.829471 2.102595 0.0 0.0 0.0
H 1.330530 -7.733885 2.096145 0.0 0.0 0.0
H 1.349085 -5.317525 2.402428 0.0 0.0 0.0
H -2.564277 -4.473780 1.962936 0.0 0.0 0.0
H -4.356322 -2.533119 2.389960 0.0 0.0 0.0
H 2.691512 -4.457515 0.651163 0.0 0.0 0.0
H 4.509063 -2.532833 0.935095 0.0 -0.1 0.0
H -1.929439 4.457638 -0.927916 0.0 0.0 0.0
H -2.314996 6.717671 -1.739746 0.0 0.0 0.0
H -1.668800 10.214057 -2.253370 0.0 0.0 0.0
H -1.846144 8.559567 -2.877251 0.0 0.0 0.0
H -2.752725 9.075468 -1.432450 0.0 -0.1 0.0
H 1.180484 8.054190 0.341074 0.0 0.0 0.0
H 1.518813 5.786683 1.222460 0.1 0.0 0.0
N -1.518861 1.784875 -3.692812 0.1 -0.1 -0.1
C -2.436955 0.918728 -3.082313 -0.5 -0.4 0.3
N -3.650972 0.736434 -3.582284 0.2 0.2 -0.2
N -4.219467 -0.156392 -2.764826 -0.1 -0.1 0.0
N -3.397553 -0.489291 -1.823580 0.0 0.0 0.1
N -2.237642 0.174157 -1.988061 -0.2 0.5 -0.6
C -0.507151 2.378331 -3.016664 0.3 0.1 0.4
N 0.234461 3.445554 -3.422469 -0.1 0.0 -0.2
N 1.054298 3.719117 -2.440782 0.1 0.0 0.0
N 0.834195 2.838002 -1.506794 0.3 -0.4 -0.3
N -0.131243 1.984210 -1.814330 -0.3 0.5 -0.3
H -1.810978 2.180235 -4.570481 0.0 0.1 0.0
O 1.477266 -5.304992 -4.551049 0.2 -0.1 -0.1
C 1.098806 -4.221961 -3.846344 -0.1 0.3 0.2
C -0.194897 -4.051321 -3.358378 -0.1 -0.1 -0.1
C -0.480269 -2.915627 -2.627779 0.1 0.0 0.0
N 0.429849 -1.976506 -2.381494 0.2 -0.1 -0.4
C 1.638531 -2.136631 -2.872994 -0.4 -0.3 0.0
Br 2.851727 -0.717756 -2.548028 0.2 0.1 0.0
C 2.047303 -3.231602 -3.607014 0.1 -0.1 -0.1
H 0.742395 -5.917371 -4.655232 -0.1 0.0 0.0
H -0.958242 -4.793521 -3.557382 0.0 0.0 0.0
H -1.467424 -2.715428 -2.219507 0.0 -0.1 -0.1
H 3.053028 -3.326859 -3.988169 0.0 0.0 0.0
```
Positions in Å, forces in eV/Å.

Output
LUMO level (spin up / spin down): -1.92 / -1.89 eV
Frontier orbital gap (spin up / spin down): 4.7 / 4.8 eV
Energy above the lowest of the compared OMol25 structures with the same formula, charge and spin: 10.9 kcal/mol
HOMO (spin up / spin down): -6.61 / -6.65 eV

Entry 2:
Formula: C55H42BiBrF4NO3P3
Source: the OMol25 dataset
Level of theory: ωB97M-V/def2-TZVPD

Geometry as XYZ:
```
110
Properties=species:S:1:pos:R:3:forces:R:3
Bi -0.367540 0.610290 0.907072 0.2 0.2 -0.2
F -4.238930 4.214392 -6.866738 0.0 0.0 0.0
C -3.752525 3.962867 -5.648118 0.0 0.0 0.0
C -4.293451 4.593378 -4.542602 -0.1 0.1 -0.1
F -5.294093 5.465133 -4.709440 0.0 0.0 0.0
C -3.795182 4.312495 -3.285631 0.1 -0.1 0.2
F -4.371016 4.943137 -2.258867 0.0 0.0 0.0
C -2.750823 3.417286 -3.070793 -0.1 0.0 -0.3
P -2.023187 3.058834 -1.381547 -0.2 0.1 -0.1
C -3.569911 2.558167 -0.520118 0.0 0.0 0.0
C -4.639090 1.987879 -1.211446 0.0 0.1 0.0
C -5.754112 1.514160 -0.535788 0.0 0.0 0.0
C -5.817673 1.592435 0.847385 0.0 0.0 0.0
C -4.742375 2.117375 1.548892 -0.1 0.0 0.0
C -3.621317 2.576947 0.874961 0.0 0.0 0.0
C -1.750401 4.824266 -0.938181 0.1 0.0 -0.1
C -2.347840 5.518098 0.104980 0.0 0.0 0.0
C -1.968264 6.822508 0.387396 0.0 0.0 0.0
C -0.998555 7.458096 -0.373744 0.0 0.0 0.0
C -0.402065 6.775976 -1.424233 0.0 0.0 0.0
C -0.769015 5.466640 -1.693333 0.0 0.0 0.0
C -2.208080 2.814649 -4.211838 0.0 0.1 0.2
Br -0.736604 1.633142 -4.085940 0.0 0.0 -0.1
C -2.706421 3.078584 -5.477133 0.1 -0.1 -0.1
F -2.192675 2.492688 -6.566465 0.0 0.0 0.0
H -4.610779 1.911027 -2.292159 0.0 0.0 0.0
H -6.578800 1.087581 -1.094504 0.0 0.0 0.0
H -6.692191 1.233469 1.375910 0.0 0.0 0.0
H -4.766992 2.155549 2.630768 0.0 0.0 0.0
H -2.760351 2.930011 1.428470 0.0 0.0 0.0
H -3.123897 5.055766 0.698447 0.0 -0.1 0.0
H -2.433451 7.346020 1.213819 0.0 0.0 0.0
H -0.709034 8.476641 -0.147367 0.0 0.0 0.0
H 0.357303 7.259156 -2.026996 0.0 0.0 0.0
H -0.282075 4.925853 -2.499555 0.0 0.0 0.0
O 1.172740 -1.150310 -1.861574 0.1 0.1 -0.2
P 0.643747 -2.489827 -1.532700 -0.2 -0.1 0.6
C 0.971064 -3.088167 0.175657 0.2 0.1 -0.3
P 2.501414 -2.368244 0.890462 -0.4 0.0 0.1
O 2.326709 -0.960573 1.308067 0.3 -0.2 -0.1
C 3.740095 -2.654240 -0.386368 0.1 -0.1 0.1
C 4.105338 -3.935586 -0.798789 0.0 0.1 0.0
C 5.010764 -4.096853 -1.834570 0.0 -0.1 0.0
C 5.544505 -2.979771 -2.465181 0.0 0.0 0.0
C 5.179279 -1.704428 -2.056930 0.0 0.0 0.0
C 4.278876 -1.536994 -1.014622 0.0 0.0 0.0
C 2.863123 -3.437309 2.307145 0.1 0.0 0.0
C 4.083260 -4.075058 2.514346 -0.1 0.0 -0.1
C 4.324396 -4.749631 3.702355 0.0 0.0 0.1
C 3.355163 -4.781837 4.695231 0.0 0.0 -0.1
C 2.146249 -4.125843 4.505126 0.0 0.0 0.1
C 1.901741 -3.454020 3.319570 0.0 0.0 -0.1
C 1.347030 -3.750440 -2.629100 -0.1 0.0 -0.2
C 2.107680 -3.270284 -3.690954 0.0 0.0 0.1
C 2.631489 -4.148586 -4.628351 0.0 -0.1 0.0
C 2.387948 -5.509618 -4.518047 0.0 0.1 0.0
C 1.622047 -5.992617 -3.464392 0.0 -0.1 0.0
C 1.102374 -5.118018 -2.524337 0.1 0.1 0.1
C -1.153797 -2.600326 -1.685203 0.0 0.0 -0.3
C -1.898156 -3.723027 -1.330013 0.1 0.1 0.1
C -3.268178 -3.737991 -1.531997 0.0 -0.1 0.0
C -3.904033 -2.631850 -2.082204 0.1 0.0 0.0
C -3.168260 -1.506001 -2.420522 -0.1 0.0 0.0
C -1.795512 -1.490097 -2.227259 0.1 0.0 0.1
H 1.038706 -4.179252 0.163785 0.0 0.0 0.1
H 0.142627 -2.784506 0.821568 0.0 0.0 0.0
H 3.669771 -4.804269 -0.317026 0.0 0.0 0.0
H 5.290700 -5.091715 -2.157758 0.0 0.0 0.0
H 6.238593 -3.108597 -3.286492 0.0 0.0 0.0
H 5.588939 -0.837398 -2.559207 0.0 0.0 0.0
H 3.959515 -0.554148 -0.689097 0.0 0.0 0.0
H 4.848858 -4.038663 1.749564 0.0 0.0 0.0
H 5.277999 -5.237878 3.860451 0.0 0.0 0.0
H 3.547681 -5.307483 5.621966 0.0 0.0 0.0
H 1.402626 -4.110468 5.291229 0.0 0.0 0.0
H 0.972193 -2.911422 3.188166 0.0 0.0 0.1
H 2.283219 -2.203694 -3.757673 0.0 0.0 0.0
H 3.230488 -3.769152 -5.446590 0.0 0.0 0.0
H 2.790156 -6.195850 -5.252646 0.0 0.0 0.0
H 1.426621 -7.054343 -3.378310 0.0 0.0 0.0
H 0.510816 -5.508663 -1.704978 0.0 0.0 0.0
H -1.415872 -4.579966 -0.874284 0.0 0.0 0.0
H -3.844601 -4.611137 -1.252700 0.0 0.0 0.0
H -4.975432 -2.646827 -2.236305 0.0 0.0 0.0
H -3.664103 -0.633696 -2.826821 0.0 0.0 0.0
H -1.203873 -0.615927 -2.470144 -0.1 0.0 0.0
O -0.559412 2.840820 0.673247 -0.2 -0.1 0.1
N 0.188514 3.439237 1.670515 0.0 0.1 0.1
C -0.081108 2.851067 2.985100 -0.1 -0.4 0.0
C 0.911167 3.373656 3.994816 0.0 0.1 0.0
C 2.084632 3.899676 3.631133 0.0 0.0 -0.1
C 2.418941 4.048680 2.228976 0.1 0.0 0.0
C 1.471364 3.748168 1.318287 0.0 0.1 0.0
H -1.094724 3.182780 3.272101 0.0 0.1 0.0
H 0.665561 3.198744 5.035205 0.0 0.0 0.0
H 2.805737 4.208769 4.380143 0.0 0.0 0.0
H 3.398081 4.380960 1.916596 0.0 0.0 0.0
H 1.629211 3.811536 0.249553 0.0 0.0 0.0
C -0.064370 1.319869 2.880092 0.1 0.2 0.4
C 0.208760 0.509143 4.074618 0.0 0.0 -0.2
C -0.815993 0.122431 4.951305 0.0 0.0 0.1
C -0.559411 -0.658352 6.071066 0.0 0.0 0.0
C 0.734022 -1.085536 6.345062 0.0 0.0 0.0
C 1.764726 -0.714838 5.490207 0.0 0.0 0.0
C 1.507625 0.073605 4.376465 0.0 -0.1 0.1
H -1.829065 0.437502 4.729200 0.0 0.0 0.0
H -1.371855 -0.937916 6.733223 0.0 0.0 0.0
H 0.934007 -1.697885 7.217405 0.0 0.0 0.0
H 2.778692 -1.045112 5.690000 0.0 0.0 0.0
H 2.311581 0.355091 3.708576 0.0 0.0 0.0
```
Positions in Å, forces in eV/Å.

Output
LUMO level (spin up / spin down): 2.10 / 2.10 eV
Multiplicity: 2
Frontier orbital gap (spin up / spin down): 3.4 / 4.8 eV
HOMO (spin up / spin down): -1.34 / -2.70 eV
Total charge: -1